{"formula": "C5H34N2O11", "method": "ωB97M-V with the def2-TZVPD basis set", "elements": ["C", "N", "C", "O", "C", "C", "C", "N", "H", "H", "H", "H", "H", "H", "H", "H", "H", "H", "H", "H", "H", "H", "H", "H", "O", "H", "H", "O", "H", "H", "O", "H", "H", "O", "H", "H", "O", "H", "H", "O", "H", "H", "O", "H", "H", "O", "H", "H", "O", "H", "H", "O"], "coordinates": [[-1.25633, -1.69774, -1.23121], [-0.66836, -3.08281, -1.14149], [-1.02844, -3.59147, 0.18943], [-0.84692, -2.68382, 1.29932], [-0.25419, -0.49318, -1.49825], [0.89728, -0.48660, -0.43556], [2.16480, 0.32601, -0.48854], [2.11271, 1.76235, -0.45114], [-1.94040, -1.64395, -2.11473], [-1.84303, -1.52743, -0.29178], [0.33210, -2.91109, -1.06660], [-0.33060, -4.44953, 0.56392], [-2.10259, -4.06381, 0.28409], [-1.74019, -2.05145, 1.36095], [0.09257, -0.58514, -2.50216], [-0.82343, 0.47976, -1.39226], [1.17542, -1.55385, -0.32332], [0.17611, -0.07199, 0.44801], [2.59168, -0.03913, -1.48337], [2.95589, 0.03119, 0.30400], [1.15950, 2.16076, -0.44053], [2.52871, 2.14559, 0.43640], [3.73953, -2.82272, -0.90642], [2.85927, -3.88389, -1.56840], [3.04627, -3.43359, -0.69639], [-0.98391, -0.09188, 4.24822], [-1.85458, 0.88548, 3.87784], [-1.81943, 0.22488, 4.51015], [1.07193, 0.00682, 2.60388], [1.18872, 1.57166, 2.53465], [0.80180, 0.84654, 2.95142], [-0.77422, 3.24136, -0.60961], [-0.22567, 4.12945, 0.68320], [-0.50445, 3.20405, 0.31253], [2.60491, -1.81942, 3.43440], [1.55452, -1.88349, 2.17644], [2.04344, -1.42394, 2.80147], [-0.45678, 2.20157, -4.58830], [-0.93105, 1.33611, -3.33384], [-1.25888, 1.90370, -4.16088], [-0.77975, 3.63895, -2.64202], [-1.95295, 2.96984, -2.74275], [-1.51974, 3.50594, -2.05812], [2.65128, 2.29536, -3.60393], [1.65463, 2.08339, -2.52497], [1.56074, 2.40508, -3.48097], [-3.51229, -1.34545, 2.62530], [-2.66912, -0.23825, 2.06598], [-3.09381, -0.99881, 1.79796], [-2.40766, 2.40593, 1.75021], [-1.20765, 1.50723, 2.22918], [-2.17736, 1.60542, 2.28862]], "forces_ev_per_angstrom": [[-0.6566, 0.6471, -0.7139], [-0.2281, 1.4154, 1.3083], [-0.0471, -2.5438, 2.3364], [-3.0583, 1.9064, -0.5474], [-0.0453, 0.1308, 1.2563], [-3.2899, 0.5077, 2.4540], [1.9357, -1.4741, -0.9138], [-0.4868, 1.7979, 1.0184], [0.2431, -0.2644, 0.8206], [0.4207, 0.3368, -1.3221], [0.0376, -0.4862, -0.2411], [-1.0183, 1.2340, -1.4775], [1.8042, 1.1881, -0.7957], [2.9034, -2.0423, 0.2679], [0.4622, -0.0547, -0.9944], [0.3422, -1.0240, -0.2587], [0.0093, 0.7833, 0.5646], [2.1862, -1.4470, -1.0601], [0.1341, 0.6663, 0.8809], [-1.5661, -0.1089, -1.1593], [0.4582, -0.5255, 0.1392], [-0.4483, -0.6418, -1.4571], [0.6420, 0.5736, -0.1129], [0.2721, 0.6591, 1.4719], [-0.9936, -1.2098, -1.3681], [1.9696, -1.2766, 0.1829], [-1.1776, 2.6767, -1.5908], [-0.8781, -1.6507, 2.0637], [0.9488, -0.5100, -0.2895], [1.1649, 1.3960, -1.2945], [-2.4316, -0.1830, 1.7574], [-0.5544, 0.6918, -0.5505], [-0.9755, -2.6083, -1.6035], [1.3913, 1.9387, 2.6780], [0.3524, -1.3922, 0.4006], [-0.9981, -2.5705, -1.3293], [0.5713, 3.2429, 0.5413], [0.5885, -0.0458, -0.0153], [-0.7649, 1.6691, -2.9367], [0.2449, -2.0705, 2.6723], [1.2836, 0.8268, -0.0213], [-0.8939, -0.2641, 0.3980], [-0.3723, -0.1530, -0.6241], [-4.2948, 0.7199, -0.2380], [-0.7194, 0.7182, -1.1356], [5.0863, -1.3159, 1.5208], [0.5920, 0.4108, -1.0231], [1.4074, 3.2037, 0.9533], [-2.0213, -3.7160, -0.0562], [0.5713, -1.1389, 0.6183], [-0.1645, 0.3065, -0.2631], [0.0614, 1.0704, -0.9115]], "homo_lumo_gap_ev": 9.556, "fmax_ev_per_a": 5.5, "lumo_energy_ev": 0.1, "e_above_lowest_kcal_mol": 112.1, "smiles": "NCCCCNCO.O.O.O.O.O.O.O.O.O.O", "homo_energy_ev": -9.468}